Record 1
Formula: C2H3FLiOPr
Source: the OMol25 dataset
Level of theory: the ωB97M-V functional and the def2-TZVPD basis

Output
Total charge = +3
F_max = 3.9 eV Å⁻¹
E_tot = -21127.7999 eV
Multiplicity = 4
LUMO level (spin up / spin down) = -14.69 / -14.68 eV

Each line ends with the natural charge from an NBO analysis.
Cartesian coordinates (Å):
Pr: 2.548054 0.156476 -0.007384  1.954
F: -2.486433 0.507345 0.264628  -0.280
O: 0.161097 0.075721 -0.177585  -1.040
C: -0.664239 -1.045248 -0.171637  -0.193
C: -2.082860 -0.816113 0.127341  0.633
Li: -0.943251 1.591316 -0.322931  0.977
H: -2.933502 -1.376912 -0.264091  0.290
H: -1.108043 -1.495279 -1.198400  0.349
H: -0.278027 -1.920490 0.371327  0.311

Forces on the atoms, in the same order (eV/Å):
Pr 0.929 -0.023 0.040
F 1.300 -3.434 -0.215
O -1.030 -1.376 -0.274
C -0.963 0.890 0.619
C -0.528 3.628 -1.267
Li -0.228 0.856 -0.058
H -0.286 -0.804 0.992
H 0.993 0.621 0.508
H -0.186 -0.359 -0.344

---

Record 2
Formula: C2H3FN
Source: the OMol25 dataset
Level of theory: the ωB97M-V functional and the def2-TZVPD basis

Output
Total charge = +1
F_max = 2.7 eV Å⁻¹
E_tot = -6314.1334 eV
Multiplicity = 3
LUMO level (spin up / spin down) = -4.62 / -11.65 eV

Each line ends with the natural charge from an NBO analysis.
Cartesian coordinates (Å):
F: 3.281480 -0.123150 -0.127660  0.218
N: 1.451974 -0.164034 0.570939  -0.056
C: -1.057616 0.089012 -0.089390  -0.734
C: 0.330471 -0.170967 0.273090  0.567
H: -1.273464 1.040202 0.374061  0.314
H: -1.902468 -0.642814 0.193571  0.347
H: -0.830377 -0.028246 -1.194608  0.343

Forces on the atoms, in the same order (eV/Å):
F -0.009 0.019 -0.214
N 1.705 -0.333 1.090
C 0.371 -1.885 0.390
C -2.623 0.061 -0.521
H -0.259 0.709 -0.727
H 1.777 0.638 -0.358
H -0.962 0.792 0.339

---

Record 3
Formula: C2H3FN2O5
Source: the OMol25 dataset
Level of theory: the ωB97M-V functional and the def2-TZVPD basis

Output
F_max = 3.7 eV Å⁻¹
E_tot = -18050.7430 eV
SMILES string = O=[N+]([O-])C(F)(CO)[N+](=O)[O-]
LUMO level = -1.10 eV

Each line ends with the natural charge from an NBO analysis.
Cartesian coordinates (Å):
F: 2.149544 0.417961 -1.526573  -0.277
O: 3.301219 -0.721765 1.093261  -0.327
O: 2.159537 -2.037469 -0.154044  -0.327
O: 2.854452 2.033811 0.287184  -0.295
O: 0.964247 1.548227 1.277674  -0.363
O: -0.691513 0.746956 -0.863963  -0.679
N: 2.426820 -0.980800 0.309795  0.507
N: 1.840821 1.374368 0.484605  0.488
C: 1.631964 0.148476 -0.337363  0.467
C: 0.057668 -0.295873 -0.421228  -0.087
H: 0.010483 -1.123286 -1.196671  0.227
H: -0.218289 -0.700863 0.614160  0.189
H: -0.435305 1.478872 -0.164164  0.477

Forces on the atoms, in the same order (eV/Å):
F 0.165 -0.455 -0.350
O -0.073 0.210 0.515
O -0.486 -1.877 -0.468
O -1.722 -0.752 0.434
O -0.860 0.972 1.420
O 0.567 3.002 2.138
N 0.814 1.331 -0.369
N 2.344 0.422 -0.873
C -1.789 -0.759 -0.486
C 2.010 -1.905 0.319
H 0.210 0.899 1.099
H 0.301 0.496 -1.347
H -1.483 -1.585 -2.033

---

Record 4
Formula: C2H3FNO2S3
Source: the OMol25 dataset
Level of theory: the ωB97M-V functional and the def2-TZVPD basis

Output
Total charge = -1
F_max = 2.4 eV Å⁻¹
E_tot = -42929.0121 eV
LUMO level (spin up / spin down) = 2.87 / 2.85 eV

Each line ends with the natural charge from an NBO analysis.
Cartesian coordinates (Å):
S: -1.068430 -1.707166 1.183630  -0.002
S: 2.844370 -0.729837 -0.313256  0.038
S: -0.029984 -1.155660 -1.508988  -0.185
F: 2.286254 1.509095 0.807262  -0.309
O: -1.898387 1.303214 0.887824  -0.619
O: -1.399642 1.458836 -1.346361  -0.697
N: 2.151663 0.098586 0.986702  -0.173
C: -0.974698 -0.591876 -0.203713  -0.491
C: -1.471045 0.799156 -0.142251  0.694
H: -0.808294 0.899534 -1.824749  0.487
H: -1.172479 -0.831000 2.264654  0.150
H: 1.540667 -1.052877 -0.790751  0.109

Forces on the atoms, in the same order (eV/Å):
S -0.261 1.024 0.548
S 0.559 1.096 1.283
S -1.066 -0.075 -0.345
F 0.215 -0.193 -0.241
O 0.036 -0.092 -1.226
O -0.925 0.728 2.131
N 0.305 -0.339 -0.226
C 0.771 -0.102 0.415
C -0.089 -0.288 0.802
H 0.963 -0.874 -1.435
H 0.031 -0.489 -1.158
H -0.538 -0.396 -0.547

---

Record 5
Formula: C2H3FNP
Source: the OMol25 dataset
Level of theory: the ωB97M-V functional and the def2-TZVPD basis

Output
F_max = 3.8 eV Å⁻¹
E_tot = -15617.3985 eV
SMILES string = [H]/N=C1/CP1F
LUMO level = 0.37 eV

Each line ends with the natural charge from an NBO analysis.
Cartesian coordinates (Å):
P: -1.874935 0.108932 -0.596377  0.957
F: -2.767670 -0.280739 0.689456  -0.570
N: 0.532276 -1.620683 -0.145127  -0.558
C: -0.158246 0.844092 0.092208  -0.694
C: -0.201777 -0.627192 -0.224437  0.019
H: 0.136701 -2.446746 -0.471094  0.347
H: 0.032870 1.438065 -0.723146  0.235
H: -0.136108 1.326769 1.108682  0.264

Forces on the atoms, in the same order (eV/Å):
P 0.973 0.183 0.295
F 0.337 -0.098 0.043
N 1.710 1.282 0.836
C -2.271 -2.269 1.963
C -0.895 2.004 0.378
H -1.135 -1.840 -0.669
H 1.067 1.587 -1.682
H 0.215 -0.849 -1.165

---

Record 6
Formula: C2H3FO2
Source: the OMol25 dataset
Level of theory: the ωB97M-V functional and the def2-TZVPD basis

Output
F_max = 7.2 eV Å⁻¹
E_tot = -8932.4354 eV
SMILES string = O=C(O)CF
LUMO level = 0.03 eV

Each line ends with the natural charge from an NBO analysis.
Cartesian coordinates (Å):
F: -1.613768 0.232937 -0.210405  -0.361
O: 1.496547 -0.738754 -0.096800  -0.682
O: 0.524109 1.369656 0.177792  -0.544
C: -0.757460 -0.783460 0.204173  -0.077
C: 0.420960 0.121185 -0.166783  0.736
H: -1.153118 -1.940663 -0.197218  0.216
H: -0.836377 -1.027143 1.375122  0.211
H: 2.367157 -0.202186 -0.156543  0.501

Forces on the atoms, in the same order (eV/Å):
F -3.054 -1.054 0.489
O 1.787 2.321 -1.575
O -0.624 -6.075 -3.053
C -2.429 -1.044 0.354
C 3.952 1.963 5.750
H 1.819 3.641 0.159
H 0.489 1.293 -2.380
H -1.941 -1.045 0.257

---

Record 7
Formula: C2H3FO2S
Source: the OMol25 dataset
Level of theory: the ωB97M-V functional and the def2-TZVPD basis

Output
F_max = 7.0 eV Å⁻¹
E_tot = -19768.7547 eV
LUMO level = 0.33 eV

Each line ends with the natural charge from an NBO analysis.
Cartesian coordinates (Å):
S: -1.454722 -1.823125 0.596707  0.888
F: -1.360436 -3.056862 -0.469698  -0.483
O: -0.736843 0.472677 1.357596  -0.582
O: -0.355799 -0.980547 -0.314809  -0.623
C: -0.177310 0.173730 0.339898  0.789
C: 0.844410 1.133794 -0.357438  -0.690
H: 1.740029 0.690240 0.142703  0.241
H: 0.838660 1.221707 -1.334280  0.223
H: 0.662011 2.168386 0.039322  0.238

Forces on the atoms, in the same order (eV/Å):
S -0.497 -1.520 -0.388
F -0.321 0.248 0.626
O -0.466 -0.911 0.400
O 0.251 0.918 0.581
C 1.182 2.546 -2.243
C -0.636 -0.535 6.960
H 0.079 0.872 -1.054
H 0.177 -0.484 -4.895
H 0.231 -1.134 0.011

---

Record 8
Formula: C2H3FO2S
Source: the OMol25 dataset
Level of theory: the ωB97M-V functional and the def2-TZVPD basis

Output
F_max = 3.0 eV Å⁻¹
E_tot = -19764.9788 eV
Multiplicity = 3
LUMO level (spin up / spin down) = 0.21 / -2.18 eV

Each line ends with the natural charge from an NBO analysis.
Cartesian coordinates (Å):
S: 1.125820 0.976154 -0.008249  0.934
F: 1.847257 0.457116 -1.555136  -0.591
O: 2.289427 2.062231 0.392636  -0.862
O: -1.243794 -0.031407 -1.210040  -0.459
C: -1.497328 -1.620929 0.632118  -0.799
C: -1.456974 -0.774184 -0.341428  0.720
H: -1.435737 -1.429266 1.733880  0.278
H: -1.959562 -2.531721 0.584214  0.261
H: 2.330890 2.892008 -0.227991  0.518

Forces on the atoms, in the same order (eV/Å):
S -0.140 0.946 1.839
F 0.965 0.082 -1.242
O -0.480 1.499 -1.803
O -0.610 -0.229 0.169
C 0.153 0.838 2.855
C 0.769 0.766 -0.594
H 0.396 0.817 -1.359
H -0.989 -2.296 -1.098
H -0.065 -2.423 1.234

---

Record 9
Formula: C2H3FO3Tl
Source: the OMol25 dataset
Level of theory: the ωB97M-V functional and the def2-TZVPD basis

Output
Total charge = +1
F_max = 5.0 eV Å⁻¹
E_tot = -15659.3280 eV
LUMO level (spin up / spin down) = -6.50 / -6.29 eV

Each line ends with the natural charge from an NBO analysis.
Cartesian coordinates (Å):
Tl: 2.336414 -0.707361 -0.057697  0.933
F: 0.910091 1.738168 -0.142529  -0.300
O: 0.246284 -0.633621 -1.252443  -0.526
O: -0.643451 -1.447367 -0.568264  -0.182
O: 0.205048 -0.845094 1.047214  -0.518
C: -0.281582 1.112387 0.016187  0.372
C: -0.343473 0.339361 1.195010  0.195
H: -0.044760 -1.675553 -1.756833  0.591
H: -1.225259 0.450778 1.836702  0.211
H: -1.159312 1.668302 -0.317348  0.223

Forces on the atoms, in the same order (eV/Å):
Tl 2.061 -0.325 0.145
F -0.834 -0.645 -1.023
O -1.016 -0.712 -3.020
O -1.348 -1.695 0.159
O -0.572 3.304 3.617
C 1.336 2.938 1.197
C -0.932 -4.757 -1.395
H 0.613 2.009 0.566
H 0.299 -0.140 0.204
H 0.392 0.025 -0.451

---

Record 10
Formula: C2H3FS2
Source: the OMol25 dataset
Level of theory: the ωB97M-V functional and the def2-TZVPD basis

Output
F_max = 3.3 eV Å⁻¹
E_tot = -26509.3932 eV
SMILES string = FCC(=S)S
LUMO level = -0.47 eV

Each line ends with the natural charge from an NBO analysis.
Cartesian coordinates (Å):
S: -0.620068 -1.539201 0.660048  0.193
S: -1.807375 0.994863 -0.026855  -0.023
F: 1.623947 -0.679827 -0.634354  -0.375
C: 0.893914 0.472756 -0.354203  -0.014
C: -0.505004 0.007074 0.093775  -0.373
H: 1.439611 0.812446 0.525751  0.208
H: 0.866328 1.053699 -1.316173  0.215
H: -1.891354 -1.121809 1.052012  0.168

Forces on the atoms, in the same order (eV/Å):
S -1.117 -1.366 1.295
S 0.452 0.347 0.015
F 0.308 -0.627 -0.515
C -0.513 -1.204 -0.393
C 0.489 2.855 -1.517
H -0.341 1.217 -0.236
H 0.004 -0.036 1.450
H 0.717 -1.184 -0.099